1.
ORCA calculation (ωB97M-V with the def2-TZVPD basis set) on a 9-piece molecular cluster, C15H42N6O9 overall.

Last column: Löwdin charge in e.
Atoms and positions in Å:
C  -3.53310  0.18121  -1.04647  -0.018
C  -3.31461  0.68515  -2.46445  -0.590
N  -1.99500  0.66778  -2.78745  0.157
O  -4.19942  1.10672  -3.23376  0.011
H  -2.82464  -0.58723  -0.79048  0.031
H  -4.49517  -0.31852  -0.96139  0.083
H  -3.36446  1.08025  -0.36875  0.100
H  -1.68378  1.35131  -3.50448  0.137
H  -1.30229  0.30283  -2.11180  0.081
C  0.75965  0.27890  4.19226  -0.001
C  1.82695  -0.79454  4.29417  -0.561
N  1.45628  -1.98191  4.77338  0.168
O  2.99723  -0.52372  3.93449  -0.038
H  0.62162  0.57572  5.28090  0.110
H  -0.15494  -0.12110  3.80547  0.046
H  1.15078  1.14492  3.60930  0.079
H  2.05118  -2.79823  4.95232  0.132
H  0.49684  -2.20662  4.90300  0.060
C  -3.21857  -2.99510  3.24018  -0.008
C  -1.88675  -2.42564  2.74129  -0.586
N  -1.88185  -1.68614  1.67724  0.181
O  -0.83520  -2.52206  3.44523  -0.054
H  -3.86673  -2.10897  3.46557  0.094
H  -3.06315  -3.60388  4.16347  0.089
H  -3.65377  -3.64835  2.44332  0.088
H  -1.07178  -1.05341  1.44366  0.117
H  -2.76442  -1.61172  1.09387  0.129
C  4.42959  2.47363  2.19763  0.009
C  3.38389  1.99465  1.18376  -0.544
N  2.63567  0.93622  1.53550  0.209
O  3.31118  2.58778  0.10038  -0.019
H  4.46896  3.54263  1.93129  0.086
H  5.36607  2.08063  1.87761  0.070
H  4.24571  2.31532  3.25312  0.076
H  2.84407  0.47150  2.38687  0.033
H  1.95550  0.58600  0.90275  0.075
C  -3.87592  -2.60273  -3.14428  0.019
C  -2.56326  -2.76660  -2.46210  -0.547
N  -1.50934  -2.64832  -3.36368  0.172
O  -2.31168  -3.11299  -1.32784  0.029
H  -4.32419  -1.71605  -2.65255  0.077
H  -4.54002  -3.41094  -2.97639  0.081
H  -3.82412  -2.43139  -4.21381  0.091
H  -0.59096  -2.82287  -3.09869  0.063
H  -1.57986  -2.05420  -4.19491  0.115
C  2.27689  5.77362  -3.70513  -0.018
C  2.31217  4.45346  -2.96991  -0.629
N  3.45548  4.17174  -2.36255  0.177
O  1.32188  3.74668  -2.93375  0.010
H  3.23456  6.34289  -3.67351  0.080
H  1.49641  6.34022  -3.18879  0.087
H  1.92891  5.74374  -4.73201  0.076
H  3.57756  3.60220  -1.52586  0.071
H  4.11443  4.90480  -2.51882  0.084
C  -1.04348  2.17776  0.66301  -0.112
O  -0.51334  0.86473  0.92087  -0.212
H  -0.46672  2.75572  1.34842  0.066
H  -0.79671  2.49152  -0.37693  0.100
H  -2.08312  2.17427  0.95822  0.062
H  -0.08351  0.45557  0.08891  0.057
C  0.46480  -4.24188  0.29997  -0.122
O  0.32295  -3.32101  -0.78073  -0.172
H  0.27874  -3.83405  1.26291  0.042
H  -0.17229  -5.10213  0.17654  0.075
H  1.57966  -4.53812  0.35284  0.113
H  -0.61078  -3.02842  -0.87685  0.020
C  1.87270  -0.05615  -1.93323  -0.069
O  0.69508  -0.53032  -1.21588  -0.177
H  2.71656  0.00643  -1.23232  0.074
H  2.06253  -0.65425  -2.82791  0.088
H  1.63267  0.97849  -2.15649  0.070
H  0.65375  -1.48744  -1.18578  0.031

Highest occupied orbital energy, eV: -9.365
Gap between HOMO and LUMO, eV: 9.91
Spin multiplicity: 1
Total charge: 0


2.
ORCA calculation (ωB97M-V with the def2-TZVPD basis set) on C15H43AgO17 as an isolated structure.

Last column: Löwdin charge in e.
Atoms and positions in Å:
Ag  -1.20941  1.05702  2.57662  0.401
O  1.13942  0.15112  -0.82870  0.106
C  0.37920  0.20340  0.23686  -0.798
O  -0.84046  0.58143  0.11374  -0.121
O  0.87533  -0.09417  1.31765  -0.067
H  1.91898  -0.27795  -0.46844  0.073
C  0.82872  -3.87729  -0.15221  -0.226
C  0.56734  -3.09519  -1.46725  -0.180
O  0.71999  -4.00518  -2.60407  -0.095
O  -0.29495  -4.62734  0.17642  -0.056
H  0.85592  -3.09277  0.60402  0.106
H  1.80155  -4.35401  -0.03202  0.126
H  1.28392  -2.32646  -1.75649  0.098
H  -0.41872  -2.63301  -1.42063  0.114
H  0.60619  -3.49913  -3.41188  0.067
H  -0.20324  -5.46221  -0.28853  0.107
C  -5.41085  2.37430  0.54293  -0.255
C  -3.99639  1.87607  0.78523  -0.275
O  -3.26943  2.63676  1.73982  -0.139
O  -5.36117  3.55205  -0.24292  -0.058
H  -5.86919  2.49598  1.52437  0.115
H  -6.00052  1.57899  0.08699  0.113
H  -3.50487  1.89977  -0.18736  0.103
H  -4.01112  0.82078  1.05773  0.098
H  -2.96073  3.42138  1.28083  0.078
H  -5.40770  4.29176  0.36722  0.080
C  -3.41162  -0.25159  -2.14351  -0.217
C  -2.17525  0.04767  -2.99858  -0.225
O  -1.46341  1.20255  -2.62077  -0.087
O  -3.03978  -0.74561  -0.86443  -0.094
H  -4.03874  -1.03099  -2.57636  0.113
H  -4.05067  0.61915  -1.99678  0.106
H  -2.37522  0.25077  -4.05066  0.118
H  -1.42955  -0.74707  -2.97822  0.111
H  -1.24375  1.09480  -1.69247  0.038
H  -2.24647  -0.29166  -0.57085  0.009
C  1.23402  1.02061  -4.39734  -0.201
C  2.22835  2.10707  -3.77587  -0.256
O  1.82615  2.74995  -2.61251  -0.056
O  0.07565  1.63548  -4.99992  -0.081
H  0.93226  0.30040  -3.63686  0.090
H  1.80822  0.48421  -5.15277  0.103
H  2.41068  2.85418  -4.54832  0.108
H  3.23143  1.72836  -3.57966  0.100
H  1.47820  2.04799  -2.05773  0.052
H  -0.59119  1.73684  -4.31681  0.037
C  4.36885  -1.48876  1.01695  -0.199
C  3.63781  -1.92298  2.31359  -0.221
O  2.93494  -0.83590  2.83663  -0.077
O  3.41073  -1.45960  -0.01765  -0.084
H  5.18689  -2.18213  0.82160  0.116
H  4.67652  -0.44498  1.07986  0.116
H  4.33375  -2.28813  3.06885  0.117
H  2.98164  -2.77287  2.12588  0.111
H  2.24493  -0.57150  2.22379  0.023
H  3.87374  -1.45174  -0.85858  0.100
C  3.31741  2.28195  1.81191  -0.269
C  3.10503  3.79216  1.96288  -0.261
O  4.24106  4.48315  1.52585  -0.051
O  4.16123  1.74585  2.78760  -0.065
H  3.60507  2.00501  0.79769  0.117
H  2.32016  1.86098  1.93984  0.097
H  2.71099  4.03912  2.94870  0.121
H  2.26307  3.92416  1.28334  0.108
H  4.07936  5.38316  1.81812  0.077
H  3.90616  0.82815  2.90748  0.035
C  -2.60202  -1.78969  3.35558  -0.273
C  -1.80246  -2.42851  2.23490  -0.232
O  -1.54394  -3.81806  2.50853  -0.071
O  -3.07089  -0.51918  3.00410  -0.167
H  -2.03176  -1.73160  4.28269  0.114
H  -3.47247  -2.42239  3.52911  0.116
H  -0.83956  -1.91854  2.20601  0.094
H  -2.29113  -2.17954  1.29293  0.116
H  -1.23210  -4.16706  1.67034  0.022
H  -3.84978  -0.35966  3.54214  0.090

Highest occupied orbital energy (spin up / spin down), eV: -1.528 / -6.181
Gap between HOMO and LUMO (spin up / spin down), eV: 3.68 / 8.33
Spin multiplicity: 2
Total charge: -1


The calculation returns the following F_max values, one per record and in order: 4.5; 3.8 eV/Å.